Density functional theory data (ωB97M-V/def2-TZVPD) for a single C15H12N4O4S2 molecule.

```
37
C15H12N4O4S2 (ωB97M-V/def2-TZVPD)
O 0.22798 -2.32502 1.53682
C 0.82863 -1.90998 0.63029
C 1.33083 -2.80177 -0.82638
S -0.21302 -2.57321 -1.90947
C -0.15776 -0.85661 -1.74068
N 0.48730 0.13873 -2.33707
N 0.12784 1.24887 -2.00190
C -1.08776 0.94212 -1.29474
C -1.70717 2.12210 -0.64386
C -0.64027 2.49290 0.67339
O -0.43870 1.41520 1.47124
C -1.41789 0.67620 1.90666
C -1.53757 -0.25025 2.62728
C -2.55971 -0.93623 3.26482
C -3.67671 -0.66077 2.57788
C -3.87437 -0.14486 1.44334
C -2.62421 0.82382 1.14651
O -2.91115 1.65235 0.06314
O -1.15434 -0.32390 -0.99256
N 1.32860 -0.73176 0.67118
C 2.35316 0.02198 -0.14998
N 3.05954 -0.34428 -1.17793
C 4.01883 0.45158 -1.63959
C 4.01028 1.73528 -1.06702
S 2.64436 1.70561 -0.03943
H 1.30810 -3.58151 -0.49898
H 2.16266 -2.44505 -1.16957
H -2.05192 2.93768 -1.37274
H -1.32529 3.43837 1.16245
H 0.08540 2.82341 0.24038
H -0.45942 -0.02426 3.37787
H -2.38627 -1.63785 4.09454
H -4.53958 -1.42023 2.72457
H -4.77343 -0.02777 0.85975
H 1.15919 -0.28752 1.35965
H 4.55001 0.09499 -2.44965
H 4.37545 2.50361 -1.60375
```

LUMO energy   0.2404 eV
HOMO   -8.08 eV
Charge   0
SMILES   O=C(CSc1nnc([C@@H]2COc3ccccc3O2)o1)Nc1nccs1



Density functional theory data (ωB97M-V/def2-TZVPD) for a single C8H14FNO2 molecule.

```
26
C8H14FNO2 (ωB97M-V/def2-TZVPD)
C -1.07859 2.56799 -0.06876
C -0.74452 1.14771 -0.60299
F -1.98506 0.52342 -0.88926
C 0.27456 0.32167 0.10835
C -0.25533 -0.16686 1.40240
N -1.53284 -0.92952 1.14641
C 1.73021 1.28517 0.43527
O 2.18102 0.92999 1.55164
O 1.95151 2.05190 -0.45582
C 0.67740 -0.78864 -0.82258
C 1.93101 -0.79587 -1.69524
C 1.86022 -1.69322 -0.44331
H -1.73555 2.54864 0.73260
H -1.62539 3.18964 -0.79094
H -0.34697 3.20633 0.22080
H -0.37405 1.41359 -1.69690
H 0.53336 -0.93152 1.76745
H -0.25522 0.64144 2.12048
H -1.34806 -1.43320 0.24998
H -2.14047 -0.14157 0.91065
H -1.84452 -1.41254 1.93201
H -0.22107 -1.32308 -1.03550
H 2.47687 0.09924 -1.66400
H 1.89349 -1.24048 -2.61614
H 1.90422 -2.74666 -0.47561
H 2.58020 -1.38691 0.42373
```

LUMO energy   -0.3074 eV
HOMO   -7.96 eV
Energy relative to the best compared isomer or geometry (same formula, charge and spin)   1.7590 eV
Charge   0
SMILES   C[C@H](F)[C@](C[NH3+])(C(=O)[O-])C1CC1



Density functional theory data (ωB97M-V/def2-TZVPD) for a single C6H15NS molecule.

```
23
C6H15NS (ωB97M-V/def2-TZVPD)
C -3.76908 -0.27555 -0.02587
C -2.84947 -1.23095 0.69029
C -2.06569 -0.65207 1.85702
C -0.70668 0.07704 1.53926
N -0.02661 -0.35997 0.33446
C 0.82665 0.69966 -0.25275
C 1.87797 -0.01357 -1.08383
S 3.46112 0.83694 -1.42510
H -4.33550 -0.81137 -0.77731
H -4.52758 0.03648 0.73624
H -3.35511 0.60847 -0.54642
H -3.33948 -2.19473 0.95394
H -2.07297 -1.56365 -0.00344
H -2.82829 -0.11049 2.42201
H -1.79659 -1.49556 2.52038
H -0.11134 -0.26716 2.38025
H -1.00629 1.14480 1.45721
H -0.64987 -0.60759 -0.42889
H 0.39813 1.60009 -0.71603
H 1.34770 1.14850 0.59879
H 2.16028 -0.98251 -0.67344
H 1.51945 -0.30383 -2.08338
H 2.97713 2.02850 -1.88782
```

LUMO energy   0.9248 eV
HOMO   -8.88 eV
Energy relative to the best compared isomer or geometry (same formula, charge and spin)   1.1486 eV
Charge   0
SMILES   CCCCNCCS



Density functional theory data (ωB97M-V/def2-TZVPD) for a 2-piece molecular cluster, C5H14 overall.

```
19
C5H14 (ωB97M-V/def2-TZVPD)
C -0.88798 0.87612 -0.12402
C 0.05502 2.06651 0.13777
C 0.01511 2.54042 1.59579
H -1.87240 1.24578 0.16951
H -0.65736 -0.05409 0.38321
H -0.84969 0.56746 -1.17321
H 1.07516 1.85477 -0.20467
H -0.27468 2.80625 -0.59601
H -0.91677 3.09241 1.74796
H 0.02712 1.68821 2.26643
H 0.82275 3.25547 1.74092
C -0.27705 -2.66326 -0.49517
C 1.14373 -2.36326 -0.95871
H -0.29848 -3.66567 -0.06075
H -0.69592 -2.00612 0.25928
H -0.97196 -2.60442 -1.33373
H 1.06433 -1.66391 -1.80470
H 1.76127 -3.19099 -1.29810
H 1.73780 -1.78168 -0.25180
```

LUMO energy   1.1290 eV
HOMO   -11.28 eV
Energy relative to the best compared isomer or geometry (same formula, charge and spin)   0.3921 eV
Charge   0
SMILES   CCC.CC



Density functional theory data (ωB97M-V/def2-TZVPD) for a 2-piece molecular cluster, C5H6 overall.

```
11
C5H6 (ωB97M-V/def2-TZVPD)
C -0.02577 -0.37611 -1.11760
C 0.80307 0.74661 -1.03332
C -0.95018 -0.64258 0.02980
C 0.39429 1.33888 0.32299
C 0.30631 -0.16488 0.43376
H 0.29665 -1.12744 -1.83015
H -1.80346 -0.07628 0.32831
H -1.14121 -1.79313 0.16882
H 1.14174 1.74674 1.08177
H -0.57766 1.58642 0.31941
H 1.55623 -1.23824 1.29621
```

LUMO energy   -0.3986 eV
HOMO   -7.90 eV
Energy relative to the best compared isomer or geometry (same formula, charge and spin)   7.5813 eV
Charge   0



Density functional theory data (ωB97M-V/def2-TZVPD) for a 2-piece molecular cluster, C5H12NO5S2 overall.

```
25
C5H12NO5S2 (ωB97M-V/def2-TZVPD)
N 2.01705 -4.81964 0.77219
C 1.17971 -3.82058 0.15895
S 1.72438 -2.07944 0.44781
C -0.32928 -3.97565 0.62509
O -1.11883 -3.12992 0.17286
O -0.51738 -4.91230 1.42529
H 2.99088 -4.55004 0.76572
H 1.68024 -5.00981 1.70840
H 1.23259 -3.90758 -0.92954
H 1.30477 -2.02913 1.71802
O 0.39744 2.85820 1.26384
S -0.23588 1.90763 0.39279
O 0.55184 1.13837 -0.51019
O -1.38647 2.67693 -0.40918
C -1.00154 3.88883 -1.08999
C -0.27019 3.61975 -2.38863
C -1.26410 0.81088 1.29734
H -0.40726 4.50157 -0.41024
H -1.94409 4.40333 -1.27060
H 0.70322 3.16707 -2.20927
H -0.12671 4.55960 -2.92461
H -0.84568 2.93836 -3.01486
H -1.89814 1.38556 1.96681
H -0.59396 0.15670 1.85128
H -1.84261 0.22131 0.59070
```

LUMO energy   2.6718 eV
HOMO   -4.37 eV
Energy relative to the best compared isomer or geometry (same formula, charge and spin)   0.0000 eV
Charge   -1



Density functional theory data (ωB97M-V/def2-TZVPD) for C44H32GeN10O9Ti as an isolated structure.

```
97
C44H32GeN10O9Ti (ωB97M-V/def2-TZVPD)
Ti 0.83263 -1.10520 0.04615
N -0.19287 -1.00212 5.48828
C 0.64282 -1.67118 4.65904
N 1.29829 -1.13633 3.69298
C 1.12653 0.21401 3.43513
N 1.63072 0.76066 2.38654
N 2.23334 -0.13834 1.49526
C 3.50666 -0.13700 1.57563
C 4.45103 -1.00305 0.84205
C 5.78386 -0.62072 0.76998
C 6.68760 -1.45807 0.13474
C 6.23252 -2.65345 -0.38491
C 4.87851 -2.94724 -0.27646
N 4.00531 -2.14554 0.31900
C 0.35049 1.03604 4.36984
C 0.23753 2.42262 4.25142
C -0.55203 3.13194 5.13101
C -1.24086 2.46080 6.14377
C -1.13520 1.09306 6.27924
C -0.33398 0.37750 5.38894
H -0.72178 -1.49836 6.18235
H 0.76344 -2.73551 4.84098
H 3.95314 0.55462 2.28342
H 6.10102 0.33088 1.18062
H 7.72671 -1.17368 0.03503
H 6.90829 -3.34302 -0.87347
H 4.47726 -3.86153 -0.70230
H 0.77336 2.91340 3.44810
H -0.63945 4.20733 5.03780
H -1.86398 3.01677 6.83380
H -1.66672 0.56966 7.06632
O 0.70903 -2.84276 -3.09356
C 0.41173 -2.89432 -1.93540
O -0.12935 -1.87872 -1.24279
C 0.61826 -4.11899 -1.09300
C 0.49712 -5.35605 -1.67468
C 0.66936 -6.49288 -0.90459
C 0.98225 -6.40106 0.42954
C 1.10787 -5.15828 1.01844
C 0.92985 -3.96393 0.28459
O 1.09958 -2.77557 0.80623
N 1.43416 -5.14327 2.45210
O 1.15923 -4.14967 3.09569
O 1.93967 -6.14745 2.92423
N 0.50845 -7.81637 -1.51466
O 0.22999 -7.85849 -2.69846
O 0.67702 -8.79014 -0.80412
H 0.27940 -5.43995 -2.73002
H 1.12371 -7.28795 1.02693
O -0.91592 -0.96520 1.24253
C -1.00104 0.23369 0.85533
O -0.12451 0.62822 0.00879
C -2.04833 1.17209 1.37811
C -1.93600 2.58868 0.80040
Ge -2.22897 2.68128 -1.16023
C -2.28432 0.94045 -2.05748
C -3.26589 -0.00112 -1.73727
C -3.34758 -1.20586 -2.42262
C -2.45811 -1.47970 -3.45387
C -1.48712 -0.54836 -3.79357
C -1.39856 0.65059 -3.09608
C -0.85496 3.77260 -2.01173
C 0.48407 3.37243 -1.95803
C 1.46835 4.11333 -2.59961
C 1.12879 5.26522 -3.29852
C -0.19626 5.67536 -3.35297
C -1.18199 4.93206 -2.71389
C -4.02602 3.41063 -1.47758
C -4.53125 3.36794 -2.78116
C -5.81328 3.81271 -3.06939
C -6.62278 4.30321 -2.05180
C -6.14070 4.34893 -0.75170
C -4.85192 3.90802 -0.47050
H -1.93095 1.16852 2.46492
H -3.01998 0.71965 1.16638
H -0.94153 2.97991 1.01847
H -2.66638 3.23893 1.27880
H -3.98912 0.21212 -0.95560
H -4.10960 -1.92997 -2.15787
H -2.52323 -2.41700 -3.99276
H -0.78712 -0.75573 -4.59277
H -0.62579 1.36124 -3.36365
H 0.76049 2.47585 -1.41454
H 2.50078 3.78534 -2.55821
H 1.89639 5.84250 -3.79921
H -0.46472 6.57325 -3.89710
H -2.21725 5.25526 -2.76341
H -3.91202 2.96954 -3.58059
H -6.18401 3.77327 -4.08641
H -7.62547 4.64734 -2.27230
H -6.76726 4.72946 0.04575
H -4.49716 3.96086 0.55268
N 6.25001 -1.00512 -3.18913
C 5.11115 -0.84318 -3.05522
N 3.81843 -0.62667 -2.95758
C 2.95981 -0.57458 -2.07570
N 2.09727 -0.46111 -1.26888
```

LUMO energy   -1.0784 eV
HOMO   -8.95 eV
Energy relative to the best compared isomer or geometry (same formula, charge and spin)   1.0750 eV
Charge   0



Density functional theory data (ωB97M-V/def2-TZVPD) for C10H12B2EuF7N5O7S2 as an isolated structure.

```
46
C10H12B2EuF7N5O7S2 (ωB97M-V/def2-TZVPD)
Eu -0.46828 0.90502 0.14454
C 0.52435 -1.01222 -3.99754
C -0.22443 -0.61294 -2.77340
N -0.11410 0.56579 -2.10001
O 0.94947 1.40715 -2.19360
B 2.22077 0.84020 -1.51855
F 1.82723 -0.46687 -1.09100
F 3.26421 0.84995 -2.37421
O 2.54824 1.58918 -0.26118
N 1.80952 1.04970 0.75978
C 2.32888 0.44769 1.75616
C 3.77414 0.43750 2.10263
C 1.31750 -0.34923 2.52285
N 0.26868 -0.57869 1.82857
O -0.76498 -1.32362 2.26536
B -1.07938 -2.47981 1.29337
F -1.85310 -3.37821 1.93525
F 0.13141 -2.96354 0.81965
O -1.87027 -1.95166 0.08499
N -1.15826 -1.21329 -0.77882
C -1.06545 -1.53106 -2.08589
C -1.63995 -2.75907 -2.69171
C 1.57400 -0.92319 3.87273
H 1.19777 -0.21858 -4.31378
H 1.10482 -1.91395 -3.79632
H -0.16686 -1.23722 -4.81473
H 4.36827 0.60755 1.20645
H 3.99378 1.24795 2.80235
H 4.06353 -0.50073 2.57191
H -2.54498 -3.04118 -2.15633
H -1.85485 -2.62988 -3.74990
H -0.93319 -3.58882 -2.58301
H 2.34256 -0.36390 4.40170
H 0.64988 -0.93943 4.44807
H 1.89845 -1.96170 3.76673
S -1.27347 4.54818 3.45775
C -0.63383 3.26058 2.72314
N -0.17274 2.33089 2.18937
F -2.86495 1.00318 -1.61629
C -3.59482 2.05226 -1.14156
F -4.80561 1.62915 -0.85507
F -3.64665 2.98043 -2.07438
S -2.56330 2.54012 0.32457
O -1.30278 2.82368 -0.37473
O -3.12893 3.59387 1.08987
O -2.43231 1.22879 0.97421
```

LUMO energy (alpha / beta)   -0.7641 / -4.4543 eV
⟨S²⟩   15.7768
Spin multiplicity   8
HOMO (alpha / beta)   -9.24 / -9.26 eV
Charge   0



no.,electronic energy (eV)
1,-51554.75094
2,-16822.24719
3,-18789.44093
4,-5411.65749
5,-5273.61783
6,-38779.04578
7,-159105.50838
8,-93726.19153